Record 1
{
  "formula": "C43H54N3O4PSSe2W",
  "method": "ωB97M-V/def2-TZVPD",
  "molar_mass_g_mol": 1081.723,
  "s2": 2.029,
  "spin_multiplicity": 3,
  "charge": 0,
  "orbital_gap_ev": [6.04, 6.86],
  "symbols": ["W", "C", "C", "C", "C", "C", "C", "C", "S", "O", "O", "N", "C", "C", "C", "C", "C", "C", "C", "C", "N", "C", "H", "H", "H", "H", "H", "H", "H", "H", "H", "H", "H", "H", "H", "C", "C", "C", "P", "C", "C", "C", "C", "C", "C", "C", "C", "C", "C", "N", "C", "C", "C", "C", "C", "C", "C", "C", "C", "H", "H", "H", "H", "H", "H", "H", "H", "H", "H", "H", "H", "H", "H", "H", "H", "H", "H", "H", "H", "H", "H", "H", "H", "H", "H", "H", "H", "H", "H", "H", "O", "C", "C", "C", "O", "C", "Se", "C", "Se", "H", "H", "H", "H", "H", "H", "H", "H", "H", "H"],
  "positions_angstrom": [[0.1134, -1.0419, -0.0830], [-3.0164, 4.1205, 5.2296], [-2.4168, 2.8265, 4.7555], [-2.9909, 2.1166, 3.7050], [-2.4180, 0.9492, 3.2298], [-1.2556, 0.4748, 3.8197], [-0.6856, 1.1460, 4.8908], [-1.2606, 2.3220, 5.3438], [-0.5815, -1.0736, 3.2887], [0.2122, -1.5749, 4.3759], [-1.6739, -1.8596, 2.8020], [0.4363, -0.7576, 2.0156], [1.7796, -0.5695, 2.3907], [2.2529, -0.0216, 3.5574], [3.6271, -0.0300, 3.8626], [4.5460, -0.5865, 3.0177], [4.1069, -1.0998, 1.7773], [4.9756, -1.6537, 0.8134], [4.4728, -2.1039, -0.3727], [3.0979, -1.9643, -0.6211], [2.2632, -1.4197, 0.2386], [2.7379, -1.0362, 1.4601], [-4.0870, 4.1577, 5.0314], [-2.5574, 4.9686, 4.7146], [-2.8590, 4.2631, 6.2985], [-3.9040, 2.4831, 3.2500], [-2.8693, 0.3972, 2.4154], [0.1813, 0.7355, 5.3912], [-0.8146, 2.8445, 6.1819], [1.5691, 0.3954, 4.2804], [3.9468, 0.3973, 4.8041], [5.5978, -0.6242, 3.2688], [6.0337, -1.7222, 1.0346], [5.1005, -2.5544, -1.1279], [2.6697, -2.3206, -1.5431], [2.6333, -1.2300, -3.8123], [1.2324, -1.8538, -3.7159], [0.7839, -2.2355, -5.1285], [0.0698, -0.7785, -2.7140], [-1.4816, -0.6688, -3.7392], [-2.3156, 0.5671, -3.3974], [-2.3673, -1.9125, -3.7696], [0.6783, 0.8895, -2.9196], [0.9159, 1.4752, -4.1637], [1.2541, 2.8077, -4.2938], [1.5344, 3.4358, -5.6308], [1.3182, 3.5531, -3.1120], [1.0786, 2.9998, -1.8736], [0.7585, 1.6296, -1.7371], [0.5190, 1.0229, -0.5131], [0.5690, 1.9633, 0.5749], [1.7878, 2.3453, 1.1367], [3.1079, 1.9492, 0.5343], [1.7908, 3.2246, 2.2173], [0.6232, 3.7857, 2.7083], [0.6433, 4.7300, 3.8795], [-0.5626, 3.4965, 2.0438], [-0.6084, 2.6104, 0.9766], [-1.8810, 2.4523, 0.1953], [2.6836, -0.5419, -4.6566], [3.3746, -2.0153, -3.9791], [2.9228, -0.6574, -2.9326], [1.2879, -2.7757, -3.1280], [0.7123, -1.3601, -5.7767], [-0.1671, -2.7599, -5.1565], [1.5365, -2.8957, -5.5657], [-1.0721, -0.5128, -4.7430], [-2.6900, 0.5235, -2.3756], [-3.1796, 0.5988, -4.0656], [-1.7530, 1.4908, -3.5273], [-2.9810, -1.9555, -2.8698], [-1.8094, -2.8455, -3.8435], [-3.0326, -1.8578, -4.6342], [0.8211, 0.8702, -5.0605], [1.3164, 2.7421, -6.4430], [2.5814, 3.7330, -5.7206], [0.9289, 4.3306, -5.7852], [1.5600, 4.6093, -3.1669], [1.1292, 3.6339, -0.9990], [3.5541, 2.8205, 0.0480], [3.0005, 1.1743, -0.2225], [3.8057, 1.6132, 1.3007], [2.7419, 3.4832, 2.6735], [1.3808, 4.4222, 4.6217], [-0.3312, 4.7679, 4.3672], [0.8973, 5.7452, 3.5658], [-1.4821, 3.9767, 2.3613], [-2.7006, 2.9707, 0.6923], [-2.1655, 1.4099, 0.0661], [-1.7630, 2.8817, -0.8039], [-3.3422, -6.3613, -0.8714], [-3.7394, -5.0078, -0.6426], [-2.5813, -4.1959, -0.0448], [-2.0835, -4.8739, 1.2435], [-1.3164, -6.0398, 1.0108], [-3.2112, -2.8323, 0.3197], [-2.4219, -1.1134, -0.2262], [-1.4744, -4.1294, -1.0944], [0.2438, -3.4758, -0.4337], [-4.0861, -6.8482, -1.2395], [-4.5825, -4.9800, 0.0567], [-4.0565, -4.5447, -1.5853], [-2.9535, -5.0920, 1.8778], [-1.4480, -4.1825, 1.7926], [-1.8672, -6.6391, 0.4912], [-3.3529, -2.7695, 1.3958], [-4.1971, -2.7577, -0.1441], [-1.7828, -3.4922, -1.9173], [-1.2663, -5.1279, -1.4729]],
  "forces_ev_per_angstrom": [[-0.4, -0.1, 0.2], [0.0, 0.0, 0.0], [0.0, -0.1, 0.0], [0.0, 0.0, 0.0], [0.0, 0.0, 0.0], [-0.1, 0.0, 0.0], [0.0, 0.1, 0.0], [0.0, 0.0, 0.0], [0.0, 0.0, 0.0], [-0.2, -0.1, 0.1], [0.0, 0.0, -0.1], [-0.2, 0.0, -0.2], [0.2, 0.0, -0.1], [0.1, 0.1, 0.1], [0.0, 0.0, -0.1], [-0.1, 0.0, 0.0], [0.1, 0.1, 0.0], [0.0, 0.0, 0.0], [-0.1, 0.0, 0.0], [0.1, 0.0, 0.0], [0.3, -0.1, 0.0], [0.0, 0.1, 0.0], [0.0, 0.0, 0.0], [0.0, 0.0, 0.0], [0.0, 0.0, 0.0], [0.0, 0.0, 0.0], [0.0, 0.0, 0.0], [-0.2, 0.0, 0.1], [0.0, 0.0, 0.0], [0.2, -0.1, -0.2], [0.0, 0.0, 0.0], [0.0, 0.0, 0.0], [0.0, 0.0, 0.0], [0.0, 0.0, 0.0], [0.0, 0.0, 0.0], [0.0, 0.0, 0.0], [0.0, -0.1, 0.0], [0.0, 0.0, 0.0], [0.0, -0.1, 0.1], [0.0, 0.0, -0.1], [0.0, 0.0, 0.0], [0.0, 0.0, 0.0], [0.0, 0.0, -0.1], [0.0, 0.0, 0.0], [0.0, 0.0, 0.0], [0.0, 0.0, 0.0], [0.0, 0.0, 0.0], [0.0, 0.0, 0.0], [0.0, 0.0, 0.0], [0.0, 0.2, -0.1], [-0.1, -0.1, 0.1], [0.1, 0.0, 0.1], [0.0, 0.0, 0.0], [0.0, 0.0, 0.0], [0.0, 0.0, 0.0], [0.0, 0.1, 0.0], [0.0, 0.0, 0.0], [0.0, 0.0, 0.0], [0.0, -0.1, 0.0], [0.0, 0.0, 0.0], [0.0, 0.0, 0.0], [0.0, 0.0, 0.0], [0.0, 0.0, 0.0], [0.0, 0.0, 0.0], [0.0, 0.0, 0.0], [0.0, 0.0, 0.0], [0.0, 0.0, 0.0], [0.0, 0.0, 0.0], [0.0, 0.0, 0.0], [0.0, 0.0, 0.0], [0.0, 0.0, 0.0], [0.0, 0.0, 0.0], [0.0, 0.0, 0.0], [0.0, 0.0, 0.0], [0.0, 0.0, 0.0], [0.0, 0.0, 0.0], [0.0, 0.0, 0.0], [0.0, 0.0, 0.0], [0.0, 0.0, 0.0], [0.0, 0.0, 0.0], [0.0, 0.0, 0.0], [0.0, 0.0, 0.0], [0.0, 0.0, 0.0], [0.0, 0.0, 0.0], [0.1, 0.0, 0.0], [0.0, 0.0, 0.0], [0.0, 0.0, 0.0], [0.0, 0.0, 0.0], [0.0, 0.0, 0.0], [0.0, 0.0, 0.0], [0.0, 0.0, 0.0], [0.0, 0.0, 0.0], [0.0, 0.0, 0.0], [0.0, 0.0, 0.0], [0.0, 0.0, 0.0], [0.0, 0.0, 0.1], [0.1, 0.0, 0.1], [0.0, 0.0, 0.0], [0.0, 0.0, -0.1], [0.1, 0.0, 0.1], [0.0, 0.0, 0.0], [0.0, 0.0, 0.0], [0.0, 0.0, 0.0], [0.0, 0.0, 0.0], [0.0, 0.0, 0.0], [0.0, 0.0, 0.1], [0.0, 0.0, 0.0], [0.0, -0.1, 0.0], [0.0, 0.0, 0.0]]
}


Record 2
{
  "formula": "C43H55N9O5P2PdS",
  "method": "ωB97M-V/def2-TZVPD",
  "molar_mass_g_mol": 978.406,
  "charge": 0,
  "orbital_gap_ev": 6.37,
  "symbols": ["Pd", "C", "C", "P", "C", "C", "C", "C", "C", "C", "C", "C", "C", "C", "C", "C", "C", "P", "C", "C", "C", "C", "C", "C", "C", "C", "C", "C", "C", "C", "H", "H", "H", "H", "H", "H", "H", "H", "H", "H", "H", "H", "H", "H", "H", "H", "H", "H", "H", "H", "H", "H", "H", "H", "H", "H", "N", "C", "N", "N", "C", "N", "H", "H", "H", "H", "C", "C", "S", "O", "O", "C", "C", "N", "C", "N", "C", "C", "N", "O", "O", "C", "H", "H", "H", "H", "H", "H", "H", "H", "H", "H", "H", "H", "H", "C", "N", "C", "C", "C", "N", "C", "C", "O", "H", "H", "H", "H", "H", "H", "H", "H", "H", "H", "H", "H"],
  "positions_angstrom": [[0.2211, -1.3217, -0.3358], [1.0325, 1.3246, 2.0863], [1.9666, 0.3018, 1.4340], [2.5100, 0.7032, -0.2838], [3.7223, -0.6473, -0.5676], [3.2133, -1.8954, -0.9272], [4.0534, -2.9684, -1.1775], [5.4301, -2.8035, -1.0917], [5.9513, -1.5632, -0.7541], [5.1058, -0.4921, -0.4922], [3.6246, 2.1389, -0.0270], [4.2315, 2.4613, 1.1837], [5.0655, 3.5663, 1.2888], [5.3089, 4.3643, 0.1804], [4.7066, 4.0588, -1.0322], [3.8652, 2.9610, -1.1261], [-0.2375, 1.6579, 1.2954], [0.0748, 2.8926, -0.0655], [-1.0057, 2.3540, -1.4481], [-1.2281, 1.0267, -1.7987], [-1.9552, 0.6916, -2.9357], [-2.4795, 1.6808, -3.7511], [-2.2538, 3.0140, -3.4257], [-1.5217, 3.3424, -2.2966], [-0.8689, 4.3252, 0.5868], [-0.1306, 5.4267, 1.0110], [-0.7570, 6.5287, 1.5827], [-2.1344, 6.5425, 1.7274], [-2.8847, 5.4506, 1.3040], [-2.2566, 4.3523, 0.7422], [1.5714, 2.2550, 2.2976], [0.7361, 0.9203, 3.0595], [1.3992, -0.6366, 1.3319], [2.8259, 0.0837, 2.0754], [2.1270, -2.0146, -1.0238], [3.6295, -3.9263, -1.4542], [6.0925, -3.6353, -1.2956], [7.0235, -1.4248, -0.6903], [5.5331, 0.4662, -0.2260], [4.0598, 1.8445, 2.0572], [5.5280, 3.8035, 2.2388], [5.9597, 5.2255, 0.2625], [4.8809, 4.6836, -1.8992], [3.3664, 2.7449, -2.0653], [-0.9466, 2.1319, 1.9784], [-0.7297, 0.7592, 0.9038], [-0.8276, 0.1874, -1.2105], [-2.0951, -0.3590, -3.1681], [-3.0492, 1.4207, -4.6349], [-2.6457, 3.8043, -4.0540], [-1.3539, 4.3880, -2.0652], [0.9468, 5.4208, 0.8869], [-0.1661, 7.3755, 1.9079], [-2.6260, 7.4011, 2.1668], [-3.9617, 5.4569, 1.4162], [-2.8479, 3.5043, 0.4138], [1.8840, -0.1139, -3.6689], [1.9305, -1.0942, -4.5687], [2.6920, -0.9079, -5.6708], [1.2949, -2.2563, -4.4789], [0.6249, -2.4277, -3.3503], [0.0275, -2.5957, -2.3659], [2.5033, 0.6751, -3.7261], [1.4177, -0.2488, -2.7794], [3.0213, 0.0054, -5.9217], [2.6217, -1.6070, -6.3880], [-3.3481, -8.9348, 2.4296], [-2.0165, -8.7201, 1.7287], [-0.7593, -8.0349, 2.7807], [0.4146, -7.8229, 1.9676], [-0.6665, -8.8403, 3.9706], [-1.4060, -6.4299, 3.2372], [-0.2872, -5.4566, 3.6253], [-0.5084, -4.1322, 3.0585], [0.0258, -3.6830, 1.8952], [-0.3510, -2.4417, 1.6394], [-1.1596, -2.0498, 2.6569], [-1.2647, -3.0787, 3.5450], [-2.0964, -3.1553, 4.6962], [-2.2909, -4.2601, 5.1919], [-2.5751, -2.1188, 5.1074], [0.9311, -4.4737, 1.0212], [-3.9919, -9.5548, 1.8071], [-3.8657, -7.9921, 2.6086], [-3.2056, -9.4396, 3.3840], [-2.0891, -8.0586, 0.8646], [-1.5691, -9.6582, 1.3944], [-2.1013, -6.5805, 4.0597], [-1.9601, -6.0491, 2.3774], [0.6768, -5.8023, 3.2585], [-0.2322, -5.3675, 4.7044], [-1.6509, -1.0936, 2.6751], [0.6777, -5.5329, 1.0035], [1.9674, -4.3757, 1.3546], [0.8627, -4.0579, 0.0154], [-2.8289, -3.3258, -0.7546], [-3.8148, -2.2870, -1.0055], [-4.6602, -2.4682, -2.1702], [-5.8876, -1.5881, -2.0765], [-5.4379, -0.1609, -1.8488], [-4.5864, -0.0958, -0.6792], [-4.4542, 1.2020, -0.0521], [-3.7467, -1.1141, -0.2929], [-2.9997, -0.9959, 0.6748], [-3.2331, -4.1311, -0.1306], [-1.9442, -2.8923, -0.2920], [-2.5099, -3.7497, -1.7085], [-4.9405, -3.5221, -2.2274], [-4.0994, -2.2361, -3.0871], [-6.5062, -1.9086, -1.2352], [-6.4814, -1.6666, -2.9876], [-6.2956, 0.4932, -1.6755], [-4.9134, 0.2249, -2.7337], [-5.4183, 1.5359, 0.3425], [-4.0964, 1.9425, -0.7745], [-3.7398, 1.1267, 0.7620]],
  "forces_ev_per_angstrom": [[-0.2, -0.3, -0.2], [0.0, 0.0, 0.0], [-0.1, 0.1, 0.1], [-0.2, -0.1, 0.0], [0.1, 0.0, 0.0], [-0.1, 0.0, -0.1], [0.0, 0.0, 0.0], [0.0, 0.0, 0.0], [0.0, 0.0, 0.0], [0.0, 0.0, 0.0], [0.0, 0.0, -0.1], [0.0, 0.0, 0.0], [0.0, 0.0, 0.0], [0.0, 0.0, 0.0], [0.0, 0.0, 0.0], [0.0, 0.0, 0.0], [-0.1, 0.1, 0.1], [0.1, -0.1, 0.0], [-0.1, 0.2, -0.1], [0.1, -0.3, 0.0], [0.0, 0.0, 0.0], [0.0, 0.0, 0.0], [0.0, 0.0, 0.0], [0.0, 0.0, 0.0], [0.0, 0.1, 0.1], [0.0, 0.0, 0.0], [0.0, 0.0, 0.0], [0.0, 0.0, 0.0], [0.0, 0.0, 0.0], [0.0, -0.1, 0.0], [0.0, 0.0, 0.0], [0.0, 0.0, 0.0], [0.2, 0.0, 0.0], [0.0, 0.1, 0.0], [0.2, -0.1, 0.0], [0.0, 0.0, 0.0], [0.0, 0.0, 0.0], [0.0, 0.0, 0.0], [0.0, 0.0, 0.0], [0.0, 0.0, 0.0], [0.0, 0.0, 0.0], [0.0, 0.0, 0.0], [0.0, 0.0, 0.0], [0.0, 0.0, 0.0], [-0.1, -0.1, 0.0], [0.1, -0.1, 0.0], [-0.1, 0.3, 0.1], [0.0, 0.0, 0.0], [0.0, 0.0, 0.0], [0.0, 0.0, 0.0], [0.0, 0.0, 0.0], [0.0, 0.0, 0.0], [0.0, 0.0, 0.0], [0.0, 0.0, 0.0], [0.0, 0.0, 0.0], [0.0, 0.0, 0.0], [-0.1, 0.2, 0.2], [0.0, -0.6, -0.3], [0.0, 0.0, 0.0], [0.0, 0.5, 0.4], [-0.1, 0.0, 0.0], [0.1, 0.1, -0.2], [0.0, 0.0, 0.0], [-0.1, 0.0, 0.1], [0.0, 0.0, 0.0], [0.0, 0.0, 0.0], [0.0, 0.0, 0.0], [0.0, 0.0, -0.1], [0.0, 0.0, 0.0], [0.0, 0.0, 0.0], [0.0, 0.0, 0.0], [-0.1, 0.0, 0.1], [0.0, 0.0, 0.1], [0.0, 0.0, -0.1], [0.0, -0.1, 0.1], [0.0, 0.2, -0.1], [0.1, 0.0, 0.0], [-0.1, 0.0, 0.1], [0.0, 0.0, 0.0], [0.0, 0.0, 0.0], [0.0, 0.0, 0.0], [0.0, 0.0, 0.0], [0.0, 0.0, 0.0], [0.0, 0.0, 0.0], [0.0, 0.0, 0.0], [0.0, 0.0, 0.0], [0.0, 0.0, 0.0], [0.0, 0.0, 0.0], [0.1, 0.0, 0.0], [0.0, 0.0, -0.1], [0.0, 0.0, 0.0], [0.0, 0.0, 0.0], [0.0, 0.0, 0.0], [0.0, 0.0, 0.0], [0.0, 0.0, 0.0], [0.1, 0.1, -0.1], [0.1, 0.0, 0.0], [0.1, 0.0, 0.0], [0.0, 0.0, 0.0], [0.0, 0.0, 0.0], [0.0, 0.0, 0.0], [0.0, 0.0, 0.0], [-0.1, -0.1, 0.0], [0.1, 0.0, 0.0], [0.0, 0.1, 0.0], [-0.1, 0.0, 0.1], [0.0, 0.0, 0.0], [0.0, 0.0, 0.0], [0.0, 0.0, 0.0], [0.0, 0.0, 0.0], [0.0, 0.0, 0.0], [0.0, 0.0, 0.0], [0.0, 0.0, 0.0], [0.0, 0.0, 0.0], [0.0, 0.0, -0.1], [0.0, 0.0, 0.0]]
}